{"formula": "C3H7O2", "method": "ωB97M-V with the def2-TZVPD basis set", "species": ["C", "O", "C", "C", "O", "H", "H", "H", "H", "H", "H", "H"], "xyz": [[-0.1289, 1.3122, 1.0951], [-0.7178, 0.9365, -0.1359], [0.2702, -0.0152, -0.9458], [-0.1143, -1.4988, -0.4410], [1.5040, 0.2496, -0.7502], [-0.7632, 2.1652, 1.3420], [-0.2562, 0.5376, 1.8831], [0.9294, 1.5603, 1.0073], [-0.2515, 0.1663, -1.9104], [-0.9583, -1.6462, 0.2394], [0.8054, -1.8327, 0.0360], [-0.3188, -1.9349, -1.4196]], "atomic_forces_ev_per_a": [[-1.3448, -0.1556, -0.5748], [1.0222, -0.3219, 0.1324], [-1.1495, -0.3696, 2.0864], [0.3709, 1.1508, -0.8339], [0.1450, 0.2679, -0.7573], [0.4162, 0.3327, 0.7167], [0.1194, 0.1194, -0.1784], [0.0016, 0.0817, -0.0882], [0.4769, -0.0507, -0.3599], [-0.1013, 0.3846, -0.2065], [-0.0290, -0.4449, -0.2090], [0.0725, -0.9944, 0.2726]], "spin_multiplicity": 1, "max_force_ev_per_a": 2.4, "charge": -1, "homo_ev": -2.87, "orbital_gap_ha": 0.2759}

***

{"formula": "C3H7O2PS3", "method": "ωB97M-V with the def2-TZVPD basis set", "species": ["C", "C", "C", "O", "O", "P", "S", "S", "S", "H", "H", "H", "H", "H", "H", "H"], "xyz": [[-1.9570, 0.0866, 0.7113], [0.5397, 2.0526, -0.7676], [1.2119, -2.2762, -0.1791], [0.0763, 0.6576, -0.7779], [-0.0167, -1.5301, -0.1463], [-0.0599, -0.1704, 0.6491], [-2.2322, 1.6829, 0.8783], [2.7231, 1.3546, 2.2088], [-2.8809, -1.1917, 0.1918], [1.3729, 2.0759, -1.4943], [0.7725, 2.2420, 0.3060], [-0.2380, 2.7604, -1.2865], [2.0429, -1.6064, -0.6444], [1.1003, -3.1387, -0.8316], [1.5762, -2.4559, 0.9060], [-4.0311, -0.5431, 0.2765]], "atomic_forces_ev_per_a": [[2.1933, 1.1084, -0.1787], [-1.0706, -0.4031, -0.9877], [2.0657, 1.9162, 0.8993], [0.6090, 1.4779, 0.2474], [0.1411, -2.7063, -0.0160], [-0.8804, 1.8654, -0.8778], [-0.6427, -0.3019, 0.5517], [-0.1754, -0.1393, -0.0725], [-0.5277, -1.1031, -0.0489], [0.0839, 0.0562, 0.8581], [0.0842, 0.8630, -1.1679], [1.0126, -1.3326, 1.6246], [-1.3531, -1.0730, 0.6013], [-0.1865, -0.1137, 0.4790], [-0.6865, -0.3137, -1.8427], [-0.6669, 0.1997, -0.0693]], "spin_multiplicity": 1, "max_force_ev_per_a": 3.0, "homo_ev": [-8.61, -8.60], "orbital_gap_ha": [0.2199, 0.2220]}

***

{"formula": "C3H7O2S", "method": "ωB97M-V with the def2-TZVPD basis set", "species": ["C", "C", "C", "O", "O", "S", "H", "H", "H", "H", "H", "H", "H"], "xyz": [[0.6451, 1.2786, -0.0519], [0.7374, -1.3212, -0.0965], [0.3199, 0.0120, 0.5537], [-2.2954, 1.2833, -0.3528], [-2.2756, -1.2053, -0.6517], [-2.0806, -0.0396, 0.3018], [1.3642, 1.1443, -0.9633], [-0.4232, 1.7125, -0.2687], [1.0883, 2.0810, 0.6334], [1.4823, -0.9695, -0.8713], [-0.0156, -1.8549, -0.5936], [1.1378, -2.1756, 0.6913], [0.3155, 0.0544, 1.6697]], "atomic_forces_ev_per_a": [[0.1917, 2.3779, -1.2119], [2.5496, 0.4727, 2.0975], [-2.2938, -2.4030, 1.8322], [0.3287, -0.0045, 0.1602], [0.3869, 1.0273, 0.8989], [0.8753, -1.2637, -0.6232], [-1.5279, 0.5750, 1.2343], [1.7942, 0.0042, -0.8492], [-0.2139, -1.2071, -0.6662], [-0.1936, -1.1747, 0.7383], [-1.6224, -0.3556, -0.8832], [-0.3852, 2.3404, -1.8568], [0.1103, -0.3890, -0.8709]], "spin_multiplicity": 1, "max_force_ev_per_a": 3.8, "charge": -1, "homo_ev": -2.48, "orbital_gap_ha": 0.2422}